This record from OMol25 describes a 14-piece molecular cluster, C4H26BO21 overall. The level of theory is ωB97M-V/def2-TZVPD.

Each line ends with the Löwdin charge.
Cartesian coordinates (Å):
O  3.327585  -0.336705  -1.046979  0.146
C  2.133042  -0.297997  -0.987630  -0.333
O  1.431642  0.505085  -0.213341  0.264
B  0.024696  0.390130  -0.472211  -0.903
O  -0.113404  -0.857372  -1.289474  0.189
C  1.105399  -1.263905  -1.639421  -0.337
O  1.383700  -2.188181  -2.343870  0.156
O  -0.500888  1.573692  -1.184011  0.229
C  -1.400477  2.171955  -0.434474  -0.344
O  -1.987461  3.174366  -0.729371  0.134
C  -1.663563  1.280311  0.829179  -0.344
O  -0.793667  0.288431  0.734911  0.229
O  -2.419389  1.494089  1.724835  0.174
O  -3.622692  3.957212  -2.810457  -0.063
H  -2.796010  3.980781  -2.299452  0.012
H  -3.920040  4.872562  -2.843225  0.045
O  -1.848159  -2.754222  0.374635  -0.036
H  -1.217375  -2.137099  -0.027565  0.023
H  -2.092395  -3.350655  -0.340431  0.057
O  -4.712059  2.773862  -0.131320  -0.061
H  -4.280680  3.112614  -0.926571  -0.010
H  -3.997845  2.412315  0.403045  -0.010
O  1.270762  4.311087  -1.436281  -0.052
H  2.058810  4.294600  -1.989345  0.034
H  0.783134  3.514425  -1.680597  0.010
O  -1.875259  -0.864419  4.522020  -0.080
H  -1.556985  -1.545467  3.889769  -0.006
H  -1.697504  -0.023798  4.087348  0.010
O  -5.586538  0.840242  2.372258  -0.065
H  -6.131823  1.087097  1.616606  0.027
H  -4.741145  0.576995  1.984935  0.012
O  -1.768521  -0.235208  -3.844490  -0.045
H  -1.746385  0.728351  -3.865063  0.035
H  -0.948363  -0.488306  -3.407386  0.009
O  5.483327  1.143246  0.126607  -0.066
H  4.822058  0.822231  -0.508478  -0.004
H  4.982055  1.304758  0.931392  0.030
O  5.982174  -2.123203  -0.833665  -0.061
H  5.789463  -1.318701  -1.324735  0.014
H  5.152685  -2.616068  -0.842676  0.031
O  -0.539162  -2.772190  2.859138  -0.086
H  -0.067493  -1.979733  2.517699  0.002
H  -1.314196  -2.863265  2.281191  0.020
O  4.191917  -2.062959  1.605897  -0.056
H  4.573626  -1.215929  1.341392  0.011
H  3.766329  -1.890255  2.452792  0.026
O  1.015703  -0.608367  2.875595  -0.043
H  1.000737  -0.891353  3.802253  0.068
H  0.974945  0.353689  2.912824  0.064
O  1.323012  -4.880994  -1.891824  -0.076
H  1.704966  -5.373321  -2.624475  0.025
H  1.057717  -4.024436  -2.277503  -0.004

Forces on the atoms, in the same order (eV/Å):
-0.1 0.0 -0.6
-0.1 -0.5 0.8
0.6 0.7 0.1
-0.8 -0.4 -0.1
0.4 0.1 -0.1
0.3 0.2 -0.3
-0.2 0.2 0.0
0.4 0.0 0.0
-1.0 -0.1 -0.2
0.4 0.1 0.3
1.1 0.3 -0.5
0.0 -0.3 0.3
-0.4 0.0 -0.1
0.2 0.2 0.1
-0.2 -0.1 -0.1
0.0 -0.1 0.0
0.0 0.2 -0.2
-0.2 -0.2 0.1
0.0 0.0 0.1
-0.3 -0.2 0.0
-0.1 0.0 0.0
0.0 0.2 0.1
0.0 -0.1 -0.1
0.0 0.0 0.1
0.0 0.0 0.1
0.2 -0.1 -0.2
0.0 0.2 0.4
-0.2 -0.1 -0.1
0.0 -0.1 -0.1
0.2 0.1 0.0
-0.1 0.1 0.2
0.1 0.1 -0.1
-0.1 -0.1 0.0
-0.1 0.0 0.1
0.0 0.0 -0.1
0.0 0.0 0.4
0.0 0.1 -0.1
0.0 -0.1 -0.2
-0.1 0.0 0.1
0.0 0.1 0.1
-0.2 0.5 0.0
-0.4 -0.6 0.1
0.4 -0.2 -0.2
0.0 0.2 0.2
0.1 -0.2 -0.1
-0.1 0.0 -0.1
0.5 0.2 0.5
-0.1 0.1 -0.1
-0.1 -0.1 -0.2
-0.3 0.1 -0.3
0.0 0.0 0.0
0.3 -0.4 0.3

Calculated values
**Energy relative to the best compared isomer or geometry (same formula, charge and spin)**: 0.505 eV
**LUMO**: 0.0710 Ha
**2S+1**: 1
**Gap between HOMO and LUMO**: 10.5 eV
**Net charge**: -1
**Largest force on an atom**: 1.3 eV Å⁻¹
**HOMO**: -8.526 eV